[1]
{"formula": "C27H34Br2F8N2O6S", "method": "ωB97M-V/def2-TZVPD", "species": ["C", "C", "O", "O", "C", "C", "C", "C", "C", "C", "N", "C", "C", "C", "O", "C", "C", "Br", "C", "C", "Br", "C", "C", "C", "O", "N", "C", "C", "C", "S", "C", "O", "H", "H", "H", "H", "H", "H", "H", "H", "H", "H", "H", "H", "H", "H", "H", "H", "H", "H", "H", "H", "H", "H", "H", "H", "H", "H", "H", "H", "H", "H", "F", "C", "F", "C", "F", "F", "C", "O", "C", "F", "F", "C", "F", "F", "H", "H", "H", "H"], "positions_angstrom": [[3.21623, 2.21858, 2.61627], [2.57815, 1.86167, 4.11923], [2.16460, 2.95500, 4.81881], [2.47845, 0.47741, 4.62875], [1.78689, -0.40212, 3.63813], [0.29108, 0.24482, 3.26134], [-0.81396, -0.88661, 2.83447], [-0.77951, -1.35092, 1.26696], [-0.30021, -0.20968, 0.19709], [0.91736, -0.48766, -0.91287], [1.57408, -1.87316, -0.80803], [1.38154, 0.64798, -2.04599], [2.57303, 0.29183, -3.16414], [2.30912, -1.18743, -3.89861], [2.92990, -1.18313, -5.23626], [0.64074, 2.14682, -2.08937], [1.01529, 3.33993, -3.14898], [0.42527, 2.90711, -5.05248], [2.61233, 3.73266, -3.21162], [3.40702, 3.60995, -1.78223], [2.71813, 5.68581, -3.76895], [-0.54104, 2.38573, -0.97830], [-1.01330, 1.26431, 0.12029], [-2.21386, 1.93776, 1.00612], [-2.69031, 1.70040, 2.22958], [-2.69608, 3.05922, 0.06210], [-3.56868, 3.95778, 0.91074], [-4.20205, 5.25277, 0.11707], [-4.25129, 6.52319, 1.15928], [-2.79641, 7.68804, 0.89683], [-1.49648, 3.67018, -0.62668], [-1.15091, 4.93022, -0.90154], [3.02175, 1.35741, 1.84434], [2.69183, 3.19716, 2.18158], [4.36676, 2.49329, 2.73871], [2.41066, -0.58828, 2.66610], [1.59409, -1.42333, 4.22371], [-0.09242, 0.70682, 4.29345], [0.39135, 1.15107, 2.52837], [-1.93188, -0.61666, 3.15583], [-0.55334, -1.85960, 3.47620], [-1.85425, -1.73875, 0.92219], [-0.07966, -2.31587, 1.20860], [2.60668, -1.76134, -1.03927], [1.18830, -2.41021, -1.61566], [3.62813, 0.33866, -2.62921], [2.50173, 1.07792, -4.05932], [2.82828, -2.06403, -3.29322], [1.14284, -1.37700, -4.05360], [3.94518, -1.16192, -5.13400], [0.44192, 4.35546, -2.89362], [3.21094, 3.14941, -4.06193], [4.56267, 3.74491, -2.02102], [3.29837, 2.55667, -1.26498], [3.12290, 4.48125, -1.02555], [-2.87975, 4.34522, 1.80191], [-4.49870, 3.38247, 1.38633], [-3.70074, 5.48590, -0.91605], [-5.33979, 4.98343, -0.12283], [-4.12497, 6.07963, 2.25885], [-5.30167, 7.04511, 1.14735], [-2.79840, 7.97052, -0.48070], [0.49472, -5.84560, 0.58595], [0.67928, -6.35224, -0.65405], [1.40578, -5.42327, -1.33727], [-0.62741, -6.65282, -1.37860], [-1.30910, -5.51306, -1.67385], [-0.31606, -7.21620, -2.58901], [-1.57217, -7.62506, -0.65545], [-2.59809, -7.04058, 0.15621], [-2.18051, -6.62352, 1.45596], [-0.99224, -7.20746, 1.73982], [-3.07599, -7.16288, 2.32756], [-2.15683, -5.09484, 1.61962], [-1.43645, -4.48550, 0.64956], [-1.59464, -4.74206, 2.80803], [1.30035, -7.24889, -0.56643], [-2.12374, -8.15949, -1.43963], [-1.02931, -8.41207, -0.11869], [-3.17154, -4.68824, 1.59070]], "forces_ev_per_angstrom": [[-0.340, 0.105, 0.168], [-1.848, 5.270, 2.337], [2.745, -7.827, -3.946], [-0.487, 2.994, -2.630], [-1.629, -0.579, -0.289], [-0.132, 0.062, 1.595], [-0.113, -0.607, 0.512], [0.188, -0.655, -0.581], [0.771, 2.753, -2.238], [-1.580, 2.746, 0.266], [-0.044, 2.578, -1.623], [-2.267, 0.709, 1.867], [-1.269, -0.080, 0.140], [0.577, 0.158, 0.279], [1.290, 0.165, 1.611], [-1.428, -2.377, 2.766], [0.275, 0.694, 1.205], [0.337, 0.106, 1.374], [0.500, -0.891, 0.446], [0.894, 0.339, -0.032], [-0.060, -1.333, 0.257], [0.677, -2.824, 0.860], [2.719, -0.730, -2.089], [-0.371, -0.912, 2.265], [2.888, 1.413, -7.948], [1.471, 0.601, 2.709], [-0.492, 1.874, 0.743], [-1.310, -0.440, 0.231], [-0.603, -1.157, -0.036], [-0.701, -0.221, -0.473], [2.571, 2.713, -1.452], [-2.877, -7.534, 1.785], [0.677, 1.588, 1.582], [0.979, -2.232, 1.350], [-2.503, -0.925, -0.197], [-0.954, 0.338, 1.960], [0.649, 2.330, -1.334], [0.862, -0.964, -2.234], [-0.211, -1.886, 1.176], [2.725, -0.132, -0.815], [-0.560, 2.025, -1.427], [2.283, 1.019, 0.755], [-1.342, 2.432, -0.290], [-1.716, -0.055, 0.425], [0.337, 0.315, 0.935], [-2.135, -0.106, -1.192], [0.192, -1.688, 2.168], [-1.384, 1.789, -1.029], [2.696, 0.445, 0.354], [-2.488, -0.057, -0.043], [1.076, -2.625, -0.292], [-1.579, 1.292, 1.959], [-2.461, -0.208, 0.457], [-0.077, 2.136, -1.148], [0.351, -2.005, -1.713], [-1.628, -0.709, -1.810], [2.470, 0.874, -1.193], [-0.716, -0.347, 2.287], [2.454, 0.507, 0.418], [-0.098, 1.170, -2.355], [2.199, -0.814, -0.197], [-0.461, -0.649, 1.384], [0.445, -0.122, -0.546], [1.121, 0.412, 0.119], [-0.306, -0.163, -0.208], [-1.046, 0.367, -0.346], [0.405, -0.237, 0.099], [0.309, -0.081, 0.520], [-0.679, -0.839, -0.294], [1.249, 0.888, 1.172], [-0.272, -1.952, -0.908], [-0.660, 0.320, 0.579], [0.300, 0.768, -0.361], [-0.084, 0.869, 0.194], [-0.567, -0.141, 0.232], [-0.130, -0.472, -0.205], [-0.195, -0.099, -0.087], [0.081, 0.377, 0.080], [0.069, 0.388, -0.041], [-0.031, -0.254, -0.016]], "mulliken_charge": [-0.50, 0.53, -0.54, -0.36, -0.42, -0.25, -0.55, -0.27, 0.71, -0.34, -0.51, 0.31, -0.26, -0.33, -0.56, 0.83, -0.91, -0.07, -0.13, -0.78, -0.15, -1.03, -0.15, 0.39, -0.58, 0.07, -0.61, -0.27, -0.69, -0.22, 0.17, -0.55, 0.05, 0.22, 0.37, 0.16, 0.33, 0.27, 0.07, 0.26, 0.31, 0.20, 0.17, 0.40, 0.29, 0.34, 0.12, 0.13, 0.27, 0.32, 0.56, 0.46, 0.38, 0.04, 0.32, 0.32, 0.27, 0.32, 0.30, 0.32, 0.33, 0.13, -0.18, 0.10, -0.27, 0.88, -0.25, -0.34, -0.69, -0.42, 0.69, -0.26, -0.30, 0.26, -0.16, -0.30, 0.24, 0.41, 0.33, 0.26], "e_tot_ha": -7954.7042, "smiles": "CC(=O)OCCCCc1c(N)c(CCO)c([C@H](Br)[C@H](C)Br)c2c1C(=O)N(CCCS)C2=O.FC(F)C(F)(F)COC(F)(F)C(F)F", "gap_ev": 7.464, "fmax_ev_per_a": 9.19, "e_homo_ev": -8.8}

---

[2]
{"formula": "C27H34BrClCoN2O6Si", "method": "ωB97M-V/def2-TZVPD", "species": ["Co", "O", "C", "O", "C", "C", "C", "N", "C", "C", "C", "O", "O", "H", "H", "H", "Cl", "C", "C", "C", "C", "Si", "Br", "C", "C", "C", "C", "C", "C", "C", "C", "H", "H", "H", "H", "H", "H", "H", "H", "H", "H", "H", "H", "H", "H", "H", "H", "H", "H", "H", "H", "H", "H", "H", "H", "H", "H", "H", "O", "C", "N", "C", "O", "C", "C", "C", "C", "C", "C", "H", "H", "H", "H"], "positions_angstrom": [[-0.88958, -2.47133, 1.56677], [5.87901, -1.30523, 0.52630], [5.26914, -1.20694, 1.61060], [5.70392, -0.94372, 2.74801], [3.75496, -1.53168, 1.53897], [3.21647, -2.18595, 0.43744], [1.86867, -2.48849, 0.39614], [1.03835, -2.13050, 1.38101], [1.53745, -1.46232, 2.43370], [2.88209, -1.16970, 2.55735], [0.48937, -1.01803, 3.43199], [0.80973, -0.35637, 4.40815], [-0.70725, -1.37194, 3.11505], [3.87135, -2.44105, -0.38419], [1.41563, -2.99759, -0.44168], [3.24575, -0.65267, 3.43339], [-2.88799, -1.63431, 0.81573], [-2.08487, 2.05544, 1.54574], [-2.13813, 2.57229, 0.09680], [-3.12657, 1.65246, -0.63905], [-2.72446, 3.99393, 0.12547], [-0.38584, 2.53798, -0.69037], [-0.02398, 0.40941, -1.28873], [-0.29644, 3.54012, -2.34053], [-1.55389, 3.31447, -3.19173], [0.88861, 3.09816, -3.21619], [-0.15936, 5.04658, -2.08298], [1.01654, 3.01947, 0.53770], [1.27678, 1.90676, 1.56203], [0.69007, 4.30721, 1.31256], [2.34310, 3.23820, -0.20706], [-3.11000, 1.98945, 1.92388], [-1.53370, 2.72149, 2.21007], [-1.66602, 1.05173, 1.61847], [-4.11580, 1.79202, -0.19040], [-2.85768, 0.60455, -0.50585], [-3.21424, 1.85979, -1.70557], [-3.67066, 3.96843, 0.67674], [-2.94160, 4.38481, -0.87094], [-2.07518, 4.71080, 0.63242], [-1.70747, 2.25574, -3.40750], [-1.42766, 3.83510, -4.14805], [-2.46107, 3.69942, -2.72496], [0.81301, 2.04455, -3.48023], [1.85721, 3.25187, -2.74366], [0.87562, 3.68202, -4.14390], [-0.95042, 5.44236, -1.44403], [-0.21140, 5.57861, -3.04059], [0.79762, 5.29753, -1.62502], [0.46288, 1.75781, 2.26770], [2.16732, 2.15993, 2.14537], [1.47185, 0.95429, 1.07122], [-0.19989, 4.20102, 1.93306], [0.55301, 5.17570, 0.66501], [1.52458, 4.52898, 1.98658], [2.62646, 2.36984, -0.80460], [3.13743, 3.39104, 0.52951], [2.32400, 4.11793, -0.85343], [-1.59779, -5.26710, 2.41147], [-1.31171, -5.24634, 1.22909], [-0.94880, -4.14873, 0.49305], [-0.67185, -4.51115, -0.79488], [-0.30588, -3.80029, -1.71320], [-0.88908, -5.99995, -0.91995], [-0.74934, -6.85572, -1.99324], [-1.03048, -8.20168, -1.76912], [-1.43381, -8.65736, -0.51510], [-1.57025, -7.78132, 0.56037], [-1.28880, -6.45205, 0.32201], [-0.43560, -6.48698, -2.96093], [-0.93260, -8.91151, -2.58247], [-1.64137, -9.71233, -0.37750], [-1.87947, -8.11896, 1.54069]], "forces_ev_per_angstrom": [[-0.105, 0.033, -0.342], [-0.071, 0.091, -0.056], [0.180, -0.378, 0.059], [-0.128, 0.158, -0.022], [0.004, 0.126, -0.004], [0.054, 0.030, -0.065], [-0.043, 0.046, 0.047], [0.128, -0.177, 0.209], [0.079, -0.003, -0.030], [-0.040, -0.006, 0.013], [0.008, 0.143, 0.074], [0.029, -0.031, 0.026], [-0.184, 0.091, -0.098], [0.004, -0.015, 0.001], [-0.007, -0.026, -0.051], [-0.012, 0.012, 0.008], [0.093, -0.240, 0.189], [-0.007, 0.022, -0.024], [-0.004, 0.041, 0.049], [0.084, -0.021, -0.050], [0.034, 0.042, 0.001], [-0.086, 0.052, 0.120], [0.027, -0.055, -0.007], [0.062, -0.022, -0.053], [-0.048, -0.036, 0.029], [0.012, 0.004, 0.029], [-0.003, 0.055, 0.014], [-0.008, 0.085, -0.020], [-0.028, -0.131, -0.029], [0.003, 0.014, 0.003], [0.008, 0.011, -0.016], [-0.024, -0.013, 0.015], [0.004, -0.035, 0.000], [0.014, -0.051, -0.015], [-0.040, -0.022, 0.017], [-0.030, 0.037, -0.038], [0.027, 0.041, -0.009], [-0.023, -0.004, 0.009], [0.014, -0.026, 0.029], [0.043, 0.017, 0.023], [0.010, -0.018, 0.006], [-0.007, 0.012, -0.031], [0.043, -0.018, -0.007], [-0.004, -0.026, -0.016], [-0.049, 0.005, 0.002], [-0.003, 0.025, -0.030], [-0.025, -0.011, 0.002], [0.001, 0.020, -0.012], [-0.008, 0.001, 0.013], [-0.064, 0.000, -0.017], [0.010, 0.005, 0.017], [0.046, -0.024, 0.015], [0.018, 0.012, -0.027], [-0.016, 0.007, -0.051], [0.023, 0.012, -0.001], [-0.018, -0.025, 0.009], [0.015, 0.010, 0.026], [0.002, -0.036, 0.005], [0.056, 0.073, -0.012], [-0.056, -0.174, -0.109], [0.122, 0.300, 0.262], [-0.087, 0.069, -0.222], [0.021, 0.000, 0.102], [-0.061, -0.087, 0.046], [-0.042, 0.037, 0.147], [-0.005, -0.071, -0.019], [-0.002, -0.034, -0.013], [0.052, 0.077, -0.136], [0.003, -0.008, 0.014], [0.010, 0.006, -0.008], [-0.005, -0.007, 0.010], [0.001, 0.003, -0.013], [-0.003, 0.003, 0.016]], "mulliken_spin": [1.03, 0.00, 0.00, 0.00, 0.00, 0.00, 0.01, 0.02, 0.00, 0.00, -0.02, 0.00, -0.01, 0.00, 0.00, 0.00, -0.01, 0.00, 0.00, 0.00, 0.00, 0.00, 0.00, 0.00, 0.00, 0.00, 0.00, 0.00, 0.00, 0.00, 0.00, 0.00, 0.00, 0.00, 0.00, 0.00, 0.00, 0.00, 0.00, 0.00, 0.00, 0.00, 0.00, 0.00, 0.00, 0.00, 0.00, 0.00, 0.00, 0.00, 0.00, 0.00, 0.00, 0.00, 0.00, 0.00, 0.00, 0.00, 0.00, 0.00, 0.00, 0.00, 0.00, 0.00, 0.00, 0.00, 0.00, 0.00, -0.01, 0.00, 0.00, 0.00, 0.00], "e_tot_ha": -6316.9991, "multiplicity": 2, "gap_ev": [7.238, 7.235], "charge": -2, "fmax_ev_per_a": 0.42, "e_homo_ev": [-3.2, -3.2], "s2": 0.903}